No. 1
Entry from OMol25: an isolated ion of composition C5H14N2 and charge +1 (ωB97M-V with the def2-TZVPD basis set).

Properties
Charge   +1
2S+1   2
Molar mass   102.2 g/mol
⟨S²⟩   0.754
Total energy   -8382.963 eV
Lowest unoccupied orbital energy (alpha / beta)   -2.838 / -8.082 eV
Frontier orbital gap (alpha / beta)   11.2 / 5.9 eV
Relative energy (zero: lowest compared OMol25 entry of this formula, charge and spin)   1.4469 eV

Last column: Löwdin spin population.
Geometry (Å):
C 0.344 -1.243 -0.080  0.073
C -1.243 1.694 0.038  0.073
C 1.210 -2.292 0.665  0.009
C 0.322 -0.009 0.897  0.080
H 1.420 -3.134 0.006  0.003
C 0.731 -1.017 -1.516  0.002
H -1.878 1.303 0.839  0.002
H -1.505 1.180 -0.887  0.035
H -2.149 3.274 -0.795  0.000
H 1.181 0.082 1.575  0.029
H 0.728 1.403 -0.472  0.017
H -1.747 3.638 0.828  0.001
H 1.016 -1.999 -1.911  0.001
H 0.693 -2.566 1.580  0.000
N 0.130 1.318 0.358  0.657
H -0.199 -0.767 -2.061  0.000
H 1.435 -0.203 -1.689  0.000
H 2.188 -1.881 0.961  0.001
H -0.448 -0.224 1.641  0.000
N -1.565 3.102 0.002  0.010
H -0.663 -1.657 0.022  0.006

---

No. 2
Entry from OMol25: one molecule with the formula CH2Cl2 (ωB97M-V with the def2-TZVPD basis set).

Properties
Structure (SMILES)   ClCCl
Charge   0
2S+1   1
Molar mass   84.9 g/mol
Total energy   -26114.163 eV
Lowest unoccupied orbital energy   0.978 eV
Frontier orbital gap   12.0 eV
Relative energy (zero: lowest compared OMol25 entry of this formula, charge and spin)   0.0722 eV

Last column: natural (NBO) charge in e.
Geometry (Å):
Cl -0.402 1.541 0.626  -0.018
C 0.039 -0.099 0.116  -0.386
H -0.821 -0.696 0.395  0.220
H 0.950 -0.515 0.523  0.225
Cl 0.234 -0.232 -1.659  -0.041

---

No. 3
Entry from OMol25: C29H66GaO9 as an isolated structure (ωB97M-V with the def2-TZVPD basis set).

Properties
Charge   -1
2S+1   1
Molar mass   628.6 g/mol
Total energy   -101947.202 eV
Lowest unoccupied orbital energy   2.079 eV
Frontier orbital gap   6.9 eV

Last column: Löwdin charge in e.
Geometry (Å):
H 4.769 2.935 -3.486  0.085
H 4.829 0.128 1.717  0.080
H 0.538 4.345 3.865  0.084
O 3.979 -3.677 0.324  -0.074
H 6.533 -0.312 1.497  0.079
H -2.821 -2.878 -4.555  0.081
H 0.739 -2.235 -3.474  0.072
C 5.468 4.781 -2.605  -0.497
H 2.228 -3.531 2.350  0.085
H 0.774 -3.523 1.329  0.072
O -4.775 -0.500 -1.738  -0.397
H -8.117 -1.794 2.336  0.084
C 6.413 -0.606 -1.275  -0.058
C 5.680 3.339 -3.040  -0.057
H 5.922 2.705 -2.182  0.063
C 1.162 2.959 -1.225  -0.077
H -4.056 3.227 -2.132  0.055
C 0.231 -1.371 -3.913  -0.062
C -8.018 -1.363 -0.196  -0.065
H -4.762 -1.877 2.848  0.078
H 5.240 -1.462 1.097  0.064
H -8.624 -3.410 0.063  0.134
H 2.183 3.771 5.791  0.078
H 6.163 -1.670 -1.324  0.081
C 1.839 -3.284 1.357  -0.051
H -0.591 4.292 -1.792  0.109
H -6.321 1.692 -0.819  -0.092
H -8.490 -1.225 -1.171  0.084
C -1.173 2.690 -0.378  -0.152
H 2.222 -3.739 -0.706  0.137
C -2.680 3.160 -0.400  -0.477
H 3.500 2.650 5.482  0.074
C -0.225 3.419 -1.206  -0.032
H 3.014 -6.067 -0.340  0.077
C 1.487 1.800 -0.406  -0.106
C -0.854 1.540 0.440  -0.010
C 2.597 -4.037 0.275  -0.492
H 5.704 1.195 -0.346  0.122
H 1.410 -5.849 0.387  0.081
O -3.105 3.968 0.404  0.021
Ga -4.850 1.072 -0.655  0.290
H 6.554 6.388 -1.650  0.078
H 7.565 5.339 -2.664  0.076
H 2.868 -5.869 1.400  0.080
H 5.184 5.387 -3.468  0.138
H -1.294 -3.676 -4.207  0.076
H 6.333 -0.214 -2.292  0.075
H -8.050 -0.412 0.344  0.076
H 1.894 3.489 -1.877  0.081
O 4.125 -0.011 -0.814  -0.070
C 0.541 1.082 0.420  -0.067
C -10.175 -2.136 0.835  -0.077
H 6.491 3.261 -3.769  0.079
O 1.342 1.806 4.176  -0.059
C 5.530 -0.408 1.073  -0.053
H 2.887 2.543 3.072  0.132
H -6.964 -1.603 -0.349  0.070
H 1.959 -2.206 1.229  0.073
C 1.303 3.992 3.166  -0.052
H -1.457 -2.690 -5.676  0.075
C -3.088 -3.906 1.975  -0.066
H -10.711 -2.020 -0.110  0.075
H 7.000 4.790 -1.072  0.079
H -3.570 -0.568 2.750  0.052
C 2.894 3.438 5.029  -0.075
C -1.280 -1.539 -3.844  -0.492
C 6.724 5.357 -1.967  -0.068
H -3.868 -0.849 -1.760  -0.069
O -1.682 -1.662 -2.485  -0.052
C 2.163 2.912 3.802  -0.503
H -2.862 1.877 -2.177  0.048
H -1.258 -2.447 -2.118  0.086
C -1.737 -2.764 -4.622  -0.067
C -8.708 -2.462 0.598  -0.502
O -1.551 -2.054 1.862  -0.074
H 1.909 4.845 2.852  0.079
C -2.936 -2.402 1.804  -0.487
H 4.329 -3.933 1.186  0.085
H 0.544 -0.494 -3.342  0.078
H -1.216 -2.311 2.730  0.079
O 4.391 4.843 -1.675  -0.057
H 0.766 0.178 1.026  0.087
H 4.629 4.310 -0.906  0.087
C -3.538 2.466 -1.491  -0.211
H -4.474 0.693 0.863  -0.077
C 5.462 0.129 -0.344  -0.495
O -8.050 -2.628 1.855  -0.068
H 0.776 3.599 2.293  0.071
H 0.697 2.121 4.821  0.086
H -4.136 -4.206 1.917  0.079
H 0.569 -1.255 -4.946  0.076
H -2.684 -4.231 2.940  0.074
H -10.656 -2.928 1.415  0.071
H -1.767 -0.648 -4.245  0.143
H -1.653 1.028 1.023  0.104
H -10.280 -1.211 1.411  0.078
H 2.533 1.422 -0.430  0.061
H -3.302 -2.106 0.819  0.136
H 3.912 -0.954 -0.808  0.086
H 7.449 -0.506 -0.942  0.078
C -3.696 -1.644 2.879  -0.069
C 2.456 -5.542 0.439  -0.065
H -3.313 -1.894 3.875  0.076
H -2.529 -4.439 1.201  0.071
H 3.546 4.276 4.771  0.075